No. 1
Computed, not measured: 8 unconnected molecules or ions with the total composition C32H64O16S8 in a non-equilibrium geometry, with the ωB97M-V functional and the def2-TZVPD basis.

Output
energy above the lowest of the compared OMol25 structures with the same formula, charge and spin	0.0	kcal per mole
HOMO level (spin up / spin down)	-11.45 / -11.45	eV
spin multiplicity	2
Kohn-Sham gap (spin up / spin down)	0.33226 / 0.08842	Eh
total charge	+1
<S²>	0.758

```
120
Properties=species:S:1:pos:R:3:forces:R:3:mulliken_spin:R:1
C -5.426 0.785 -2.057 0.90 -0.06 -0.32 0.000
C -4.588 2.138 -2.005 -1.41 -0.51 0.58 0.000
C -5.640 3.260 -2.049 -1.04 -1.59 0.18 0.000
S -7.061 2.524 -0.963 -2.17 -0.42 -2.47 0.000
O -8.388 2.711 -1.649 3.36 -0.42 1.38 0.000
O -6.942 2.860 0.417 0.27 1.21 1.26 0.000
C -6.512 0.771 -0.992 0.05 0.77 -0.73 0.000
H -4.735 -0.054 -1.977 -0.04 0.02 0.34 0.000
H -5.866 0.651 -3.045 -0.08 0.37 -0.14 0.000
H -3.899 2.140 -2.850 -0.01 0.22 0.10 0.000
H -4.065 2.226 -1.052 0.33 -0.32 0.00 0.000
H -6.048 3.226 -3.059 -0.30 0.55 0.12 0.000
H -5.407 4.265 -1.697 0.04 -0.25 0.02 0.000
H -7.414 0.195 -1.194 0.21 -0.08 -0.30 0.000
H -6.127 0.491 -0.011 -0.05 0.40 0.00 0.000
C -0.834 0.590 -1.490 0.48 0.26 0.75 -0.008
C 0.519 0.218 -2.012 1.22 0.46 0.41 0.024
C 1.228 -0.444 -0.799 0.09 -0.91 -1.84 0.136
S 0.924 0.732 0.631 1.13 -0.32 1.70 0.077
O 2.017 1.700 0.683 -1.33 -0.80 -0.46 0.277
O 0.557 0.003 1.845 0.06 0.57 -1.61 0.198
C -0.573 1.429 -0.232 -1.54 0.82 -0.36 0.112
H -1.373 -0.327 -1.253 -0.31 0.21 0.09 -0.002
H -1.420 1.169 -2.204 -0.18 0.12 0.10 0.039
H 1.182 1.026 -2.322 -0.36 0.67 0.14 -0.001
H 0.458 -0.342 -2.944 0.10 -0.93 0.43 0.022
H 2.305 -0.574 -0.902 0.02 0.09 0.25 0.004
H 0.716 -1.369 -0.534 0.08 0.07 0.57 0.030
H -0.236 2.451 -0.407 0.16 0.01 -0.17 0.025
H -1.349 1.459 0.533 0.03 -0.22 0.11 0.044
C 0.205 2.290 6.152 -0.70 0.70 -0.50 0.000
C -1.294 2.736 6.199 0.93 -1.05 0.20 0.000
C -1.499 3.787 5.134 -0.44 0.25 -1.25 0.001
S -0.354 3.344 3.677 -1.54 0.17 1.79 0.000
O 0.432 4.509 3.385 0.34 -0.44 -0.27 0.001
O -1.129 2.697 2.606 0.91 0.29 0.65 0.007
C 0.482 2.023 4.653 0.01 0.16 -0.27 0.000
H 0.451 1.432 6.777 -0.35 -0.21 -0.19 0.000
H 0.708 3.125 6.639 0.79 0.06 -0.70 0.000
H -1.497 3.072 7.216 -0.33 0.14 -0.20 0.000
H -1.879 1.841 5.986 -0.38 0.12 0.04 0.000
H -1.382 4.830 5.427 1.03 -0.13 0.14 0.000
H -2.511 3.854 4.735 -0.08 -0.68 -0.21 0.000
H 1.493 1.805 4.309 0.24 0.64 0.16 0.000
H -0.080 1.168 4.277 -0.29 -0.22 0.43 -0.002
C -3.681 -0.735 3.946 -0.36 0.65 -0.80 0.000
C -2.276 -0.940 3.464 0.93 -0.94 -1.62 0.001
C -2.382 -2.085 2.398 -0.61 0.00 -0.85 0.000
S -3.858 -1.599 1.347 -0.82 1.60 0.09 0.000
O -4.751 -2.698 0.938 2.00 1.39 0.43 0.000
O -3.461 -0.528 0.399 0.29 -1.80 0.29 0.000
C -4.635 -0.619 2.656 0.02 -1.65 2.04 0.000
H -3.785 0.144 4.583 -0.04 0.00 -0.09 0.000
H -3.757 -1.616 4.584 -1.42 -0.07 -0.16 0.000
H -1.606 -1.282 4.253 -0.01 0.07 0.13 0.000
H -1.820 -0.071 2.991 -0.07 0.11 -0.06 -0.002
H -2.648 -3.090 2.726 -0.21 0.17 0.73 0.000
H -1.522 -2.277 1.756 0.06 0.56 -0.14 0.000
H -5.565 -1.141 2.882 -0.11 0.09 -0.06 0.000
H -4.890 0.380 2.303 0.53 -0.03 0.05 0.000
C -2.105 -3.933 -4.156 0.06 0.93 -0.61 0.000
C -1.824 -3.532 -5.625 -0.31 1.65 0.37 0.000
C -1.811 -1.951 -5.725 -0.21 -0.73 1.31 0.000
S -3.236 -1.400 -4.622 1.12 -1.54 -0.76 0.000
O -4.453 -1.217 -5.387 0.67 0.07 0.59 0.000
O -2.752 -0.332 -3.739 -0.39 -0.97 -0.40 0.001
C -3.293 -3.096 -3.768 -1.34 0.90 1.00 0.000
H -1.272 -3.687 -3.497 0.29 -0.06 -0.14 0.000
H -2.306 -5.000 -4.066 -0.07 0.09 0.00 0.000
H -2.702 -3.764 -6.228 0.36 -0.89 -0.25 0.000
H -0.870 -3.956 -5.940 -0.33 0.01 -0.53 0.000
H -1.904 -1.531 -6.727 -0.12 -0.13 0.15 0.000
H -0.917 -1.575 -5.227 0.01 0.27 -0.13 0.001
H -4.236 -3.589 -4.001 -0.04 0.29 -0.71 0.000
H -3.432 -2.899 -2.705 0.48 0.19 0.16 0.000
C 1.604 -2.275 5.697 -0.71 -0.68 -0.94 0.000
C 2.901 -1.819 6.386 -0.37 -0.28 -0.12 0.000
C 4.007 -1.945 5.377 0.83 -1.13 -1.27 0.001
S 3.283 -1.648 3.675 0.61 -1.92 0.28 -0.001
O 3.603 -2.799 2.801 -0.62 1.78 1.30 0.000
O 3.578 -0.316 3.207 -0.14 0.20 -0.18 0.004
C 1.556 -1.742 4.255 0.54 1.67 0.41 -0.002
H 0.710 -2.003 6.258 0.04 0.31 -0.06 0.000
H 1.540 -3.361 5.632 0.42 -0.17 0.28 0.000
H 2.995 -2.523 7.213 0.54 0.30 0.16 0.000
H 2.911 -0.798 6.768 -0.53 -0.01 0.06 0.000
H 4.368 -2.967 5.265 -0.42 -0.34 0.04 0.000
H 4.956 -1.439 5.556 -0.44 0.79 -0.16 0.000
H 0.917 -2.095 3.445 0.09 -0.72 0.43 0.000
H 1.298 -0.689 4.368 0.05 0.23 -0.28 0.001
C 7.452 2.884 0.023 -0.84 1.48 -0.41 0.001
C 6.295 2.581 1.032 1.24 0.62 -1.04 0.000
C 4.992 2.397 0.208 0.39 -1.91 -0.58 0.002
S 5.459 2.186 -1.627 -0.01 -0.79 0.72 0.000
O 5.318 3.481 -2.277 -0.10 -1.13 0.14 0.003
O 4.860 0.943 -2.237 1.01 2.61 1.43 0.002
C 7.240 1.967 -1.209 -0.25 0.94 0.47 0.002
H 8.449 2.894 0.465 -0.02 -1.00 0.07 0.000
H 7.377 3.954 -0.171 -0.25 0.02 -1.02 0.000
H 6.208 3.408 1.738 -0.07 -0.11 -0.04 0.000
H 6.802 1.758 1.536 -1.54 -0.73 0.42 0.000
H 4.170 3.105 0.314 0.51 0.28 -0.05 0.001
H 4.581 1.402 0.377 -0.18 0.00 0.30 0.002
H 7.767 2.294 -2.105 0.16 -0.27 0.11 0.000
H 7.451 0.944 -0.897 -0.15 -0.13 -0.47 0.000
C 2.560 -1.992 -4.230 1.06 1.05 -1.65 0.002
C 3.547 -2.888 -5.057 -0.70 0.07 -0.34 0.000
C 3.310 -2.605 -6.569 -1.20 0.42 0.38 0.000
S 2.804 -0.805 -6.704 0.61 -0.56 0.26 0.000
O 1.455 -0.695 -7.238 0.86 -0.10 0.26 0.000
O 3.923 -0.058 -7.273 -1.37 -0.57 0.59 0.000
C 2.760 -0.570 -4.883 0.53 -0.90 0.48 0.000
H 2.867 -2.012 -3.185 -0.13 0.18 0.01 -0.001
H 1.507 -2.253 -4.332 0.03 -0.44 -0.01 -0.001
H 3.337 -3.937 -4.848 0.18 -0.05 -0.08 0.000
H 4.570 -2.676 -4.747 -0.04 0.09 -0.05 0.000
H 2.416 -3.154 -6.864 -0.21 0.11 -0.01 0.000
H 4.043 -2.865 -7.333 0.44 0.36 0.49 0.000
H 2.064 0.179 -4.505 0.02 0.08 -0.60 0.000
H 3.789 -0.257 -4.703 -0.06 0.25 0.31 0.000
```
Forces are in eV/Å.

---

No. 2
Computed, not measured: 3 unconnected molecules or ions with the total composition C32H64O7P in a non-equilibrium geometry, with the ωB97M-V functional and the def2-TZVPD basis.

Output
energy above the lowest of the compared OMol25 structures with the same formula, charge and spin	365.7	kcal per mole
HOMO level	-3.76	eV
Kohn-Sham gap	0.21981	Eh
total charge	-1

```
104
Properties=species:S:1:pos:R:3:forces:R:3:mulliken_charge:R:1
C 1.562 -5.995 -0.302 -1.12 -0.63 -0.56 -0.545
O 2.975 -6.096 -0.701 -0.61 1.80 1.25 -0.386
C 3.768 -4.953 -0.138 -0.68 0.40 1.16 -0.453
C 3.529 -3.538 -0.939 0.27 0.11 0.67 -0.061
C 4.880 -2.876 -1.590 -0.47 0.20 -0.73 -0.619
C 4.345 -1.660 -2.605 0.46 -0.68 -0.82 0.148
C 5.382 -1.082 -3.739 0.10 -0.23 0.66 -0.419
O 4.737 0.142 -4.267 2.05 -1.97 1.66 -0.539
P 3.327 0.608 -3.297 -1.76 0.81 -1.93 1.051
C 4.087 2.240 -2.663 1.06 0.77 0.98 -0.798
C 3.164 3.001 -1.495 2.70 0.55 -0.03 -0.253
O 1.988 3.692 -2.045 -0.57 -1.98 1.64 -0.380
C 0.721 3.105 -1.564 -0.30 0.62 -0.75 0.031
C 0.136 4.109 -0.406 1.71 1.11 -0.91 -0.301
O -1.261 3.864 -0.014 0.17 -3.32 -0.85 -0.450
C -1.719 2.513 -0.373 -1.55 -3.13 -1.49 0.215
C -1.334 1.147 0.472 -1.93 -0.18 -2.84 -0.030
C -1.850 -0.362 -0.027 -1.04 3.84 -2.48 -0.356
C -2.767 -0.490 -1.403 1.29 3.09 0.62 0.044
C -3.283 -1.963 -2.003 -1.01 1.09 1.53 1.909
C -4.843 -2.106 -1.410 0.43 -0.85 -0.28 -1.254
C -2.451 -3.199 -1.320 -0.68 -0.88 -0.43 -1.454
C -3.429 -2.009 -3.623 0.18 -0.55 -0.50 -1.549
C -2.061 -2.093 -4.497 0.66 0.05 -1.87 1.727
C -0.943 -0.932 -4.212 -0.66 0.50 0.87 -1.450
C -1.282 -3.540 -4.476 1.04 0.66 0.84 -0.947
C -2.527 -1.875 -6.091 -0.30 0.62 1.10 -1.439
C -3.182 0.874 -2.213 2.13 1.17 3.09 -0.167
C -2.670 2.377 -1.717 1.04 -3.63 2.21 -0.567
O 3.829 -0.419 -1.937 1.25 -3.12 -1.85 -0.551
H 0.921 -6.439 -1.196 1.38 0.94 1.80 0.212
H 1.285 -6.665 0.645 0.92 1.49 -1.79 0.244
H 1.181 -4.900 -0.126 0.96 -1.98 -0.30 0.215
H 4.894 -5.269 -0.025 -2.26 0.49 -0.62 0.291
H 3.345 -4.797 0.952 1.02 -0.32 -1.91 0.257
H 2.717 -3.759 -1.778 1.80 0.67 1.74 0.044
H 3.112 -2.751 -0.147 0.66 -1.67 -1.93 0.192
H 5.418 -3.729 -2.220 -1.10 1.89 1.03 0.264
H 5.668 -2.498 -0.805 -1.74 -0.67 -1.29 0.337
H 3.567 -2.259 -3.260 0.80 1.55 1.50 -0.047
H 5.633 -1.825 -4.622 -0.92 1.26 1.64 0.226
H 6.424 -0.980 -3.182 -1.80 0.62 -1.07 0.219
H 2.914 1.428 -4.443 -0.23 -0.19 0.11 -0.013
H 2.077 0.776 -2.596 -0.02 0.62 0.20 -0.491
H 2.635 -0.443 -4.036 0.14 -0.67 0.60 -0.215
H 4.227 2.951 -3.602 -0.43 -1.35 2.10 0.277
H 5.177 1.985 -2.277 -2.09 0.87 -0.25 0.230
H 2.942 2.302 -0.576 0.08 1.14 -1.98 0.209
H 3.881 3.858 -1.072 -1.60 -1.60 -0.72 0.252
H 0.885 1.996 -1.227 -0.46 2.20 -0.62 0.204
H -0.025 3.148 -2.495 1.56 -0.29 2.11 0.043
H 0.888 4.175 0.519 -1.81 -0.51 -1.73 0.117
H 0.156 5.204 -0.880 -0.13 -2.40 0.98 0.194
H -0.658 1.255 1.447 -1.63 -0.31 -2.41 0.205
H -1.545 -1.319 0.578 -0.63 2.21 -1.35 0.090
H -5.601 -1.724 -2.220 1.40 -0.45 1.80 0.322
H -5.027 -3.269 -1.296 0.17 2.34 -0.11 0.331
H -4.961 -1.578 -0.357 0.18 -1.07 -2.37 0.246
H -2.660 -3.257 -0.145 0.65 0.39 -2.60 0.435
H -2.924 -4.208 -1.748 0.97 2.14 0.85 0.340
H -1.312 -3.243 -1.588 -2.17 0.38 0.70 0.126
H -4.069 -1.106 -4.068 1.40 -1.81 1.37 0.291
H -4.069 -2.981 -3.886 1.34 1.93 0.62 0.309
H -1.454 0.134 -4.378 1.29 -2.24 0.25 0.194
H -0.578 -0.947 -3.088 -0.75 -0.01 -2.25 0.167
H 0.013 -1.059 -4.875 -1.95 0.23 1.10 0.522
H -1.059 -3.891 -5.573 -0.65 0.43 2.20 0.348
H -1.804 -4.344 -3.802 0.87 1.41 -1.64 0.191
H -0.215 -3.328 -3.984 -2.25 -0.66 -1.00 0.071
H -3.139 -2.816 -6.441 1.25 1.88 0.46 0.368
H -3.235 -0.918 -6.084 1.46 -2.00 -0.35 0.322
H -1.582 -1.647 -6.764 -2.04 -0.68 1.35 0.348
H -3.863 0.880 -3.192 1.74 -0.25 2.47 0.103
H -2.974 3.339 -2.328 0.76 -2.19 1.45 0.253
C -4.314 1.026 6.364 -0.18 0.06 0.07 -1.122
C -3.514 0.573 5.154 -0.15 0.09 -0.13 0.429
O -4.068 1.001 3.913 -0.04 -0.11 0.04 -0.458
C -4.183 2.409 3.722 0.11 -0.06 -0.07 -0.491
C -2.852 3.138 3.787 0.18 -0.05 0.04 -0.688
H -5.348 0.664 6.297 0.21 0.02 0.01 0.298
H -3.865 0.641 7.286 -0.05 0.02 -0.13 0.413
H -4.355 2.114 6.442 0.08 -0.03 0.05 0.267
H -3.501 -0.522 5.132 -0.06 0.15 -0.24 0.346
H -2.469 0.890 5.231 0.02 0.08 0.07 -0.321
H -4.900 2.829 4.435 0.04 0.04 0.09 0.314
H -4.618 2.556 2.726 0.08 -0.29 0.15 0.366
H -2.374 3.032 4.763 -0.08 0.09 0.03 0.182
H -2.994 4.206 3.597 0.01 -0.12 -0.03 0.432
H -2.160 2.738 3.039 -0.15 0.09 0.01 0.097
C 2.151 4.087 7.496 -0.16 0.11 0.06 -1.007
C 2.476 2.665 7.071 -0.14 0.01 -0.04 -0.313
O 1.337 1.926 6.639 -0.01 -0.08 0.13 -0.450
C 0.630 2.449 5.517 0.12 -0.03 -0.06 0.027
C 1.480 2.557 4.263 0.13 -0.05 -0.03 -0.925
H 1.405 4.086 8.301 0.18 -0.02 -0.12 0.275
H 3.053 4.596 7.851 -0.11 -0.09 -0.03 0.386
H 1.738 4.674 6.673 0.10 0.01 0.00 0.258
H 2.891 2.128 7.931 -0.22 -0.12 -0.16 0.344
H 3.251 2.651 6.298 0.00 0.09 -0.04 0.296
H 0.178 3.413 5.772 0.04 0.07 -0.04 0.274
H -0.202 1.762 5.321 0.20 -0.01 0.24 -0.066
H 2.324 3.237 4.398 -0.11 0.04 -0.05 0.326
H 0.880 2.927 3.426 0.04 -0.04 0.08 0.194
H 1.890 1.577 3.993 -0.10 0.12 0.02 0.313
```
Forces are in eV/Å.